Density functional theory data (wB97M-V/def2-TZVPD) for C8H18ClEuIO3PS as an isolated structure at a distorted geometry.

Geometry as XYZ:
```
34
Properties=species:S:1:pos:R:3:forces:R:3
C 0.550038 3.633465 -6.953596 0.413 -0.134 -0.198
C 1.083875 2.708646 -5.886312 2.613 -0.978 -0.989
H 1.270632 3.688157 -7.794325 -0.372 -0.112 0.576
H 0.398914 4.626886 -6.524397 -0.051 -0.110 -0.023
H -0.411229 3.254044 -7.308574 0.056 0.071 0.081
O 2.122466 2.096970 -5.897634 -2.539 1.319 0.346
I -0.283087 2.554620 -4.184550 -0.063 -0.168 0.360
Eu -0.204527 -0.040732 -0.204248 -4.850 1.801 -3.257
P 1.045594 2.011158 1.048763 -0.876 -0.779 -0.417
C 2.501880 1.652640 1.943708 1.199 -0.247 0.714
C 1.410562 3.185694 -0.232386 0.260 0.316 -0.740
H -1.086998 2.980355 1.610106 0.471 -0.037 0.199
H 0.317228 3.675899 2.500892 -0.137 0.187 0.208
H -0.384732 2.091051 2.980470 0.148 0.331 -0.252
C -0.145677 2.758814 2.139709 -0.523 0.139 0.418
H 0.516476 3.418903 -0.834313 0.339 -0.017 0.337
H 1.774645 4.080112 0.277624 0.078 0.180 -0.268
H 2.850995 2.603832 2.343669 0.429 -0.118 0.261
H 3.272155 1.207117 1.292538 -0.197 0.315 0.230
H 2.185801 2.795639 -0.913967 -0.200 0.259 0.278
H 2.303894 0.943189 2.764902 0.053 0.397 -0.214
C 1.362832 -1.189873 0.682706 12.024 -9.212 6.446
O 2.211201 -1.952118 1.117168 -6.848 6.082 -3.460
Cl -1.750061 1.542093 -0.894211 -1.296 1.344 -0.690
C -2.587265 -1.433191 3.514210 -0.124 0.814 0.195
S -1.657652 -0.789176 2.150451 -1.668 0.582 0.560
C -2.387365 -1.972804 0.893162 0.169 0.560 0.782
O -2.213468 0.621959 2.123062 1.175 -1.330 -1.397
H -2.412272 -2.459024 3.602364 0.186 -1.686 0.446
H -3.644327 -1.208783 3.303653 0.419 -0.003 -0.094
H -2.256969 -0.875108 4.383348 0.024 -0.047 0.158
H -3.467468 -1.846641 0.930896 -0.037 -0.037 -0.217
H -2.028255 -1.757035 -0.112866 -0.225 -0.123 -0.324
H -2.085939 -2.994192 1.180842 -0.050 0.442 -0.056
```
Positions in Å, forces in eV/Å.

## Properties
M (g mol⁻¹): 539.6
Net charge: +2
E_tot (Ha): -2748.3678
ΔE to the lowest compared entry with this formula, charge and spin (eV): 4.544
2S+1: 7
Lowest unoccupied orbital energy (spin up / spin down) (eV): -9.74 / -9.39

=====

Density functional theory data (wB97M-V/def2-TZVPD) for C32H64O16S8 as an isolated structure at a distorted geometry.

Geometry as XYZ:
```
120
Properties=species:S:1:pos:R:3:forces:R:3
C -2.207545 0.081717 5.043763 -0.039 -0.808 -0.471
C -3.642543 -0.447747 4.769587 -0.619 1.136 -0.741
C -3.889820 -0.775822 3.236552 7.300 -6.325 3.000
S -2.190487 -0.587719 2.471254 -3.300 -0.489 3.812
O -2.091653 0.828800 2.002897 1.322 -5.739 3.785
O -1.867942 -1.755425 1.648892 -1.360 1.425 -0.279
C -1.263420 -0.738877 4.127152 -1.068 1.571 0.005
H -1.923895 -0.029004 6.090367 -0.041 -0.278 0.009
H -2.122633 1.153920 4.866928 -0.057 -0.002 -0.401
H -4.334489 0.347680 5.046364 -0.129 0.128 -0.016
H -3.914193 -1.260508 5.443174 0.277 -0.342 -0.343
H -4.674925 -0.247128 2.696005 2.701 -4.310 -0.362
H -3.944764 -1.858236 3.120579 -0.025 -0.399 0.214
H -0.294249 -0.243726 4.066922 0.055 -0.563 -0.051
H -1.266394 -1.768181 4.485803 0.236 -0.070 -0.516
C -2.337396 4.244600 0.602764 1.191 4.388 -2.322
C -1.455027 3.952051 1.846060 -0.016 4.481 3.065
C -0.088334 4.661004 1.718922 0.315 1.391 -0.845
S -0.451346 6.330148 0.991220 -1.533 -1.819 -1.268
O 0.607736 6.810164 0.136262 0.111 -0.259 0.226
O -1.037721 7.226357 1.938601 -0.147 0.332 0.742
C -1.882458 5.630755 -0.106237 2.168 -1.439 1.184
H -3.409348 4.153535 0.778039 0.982 5.207 -2.603
H -2.212548 3.332401 0.019314 -0.719 3.009 -1.090
H -1.263064 2.888790 1.989941 -0.838 2.205 2.517
H -1.987229 4.457992 2.651598 0.138 0.113 0.685
H 0.652759 4.286562 1.012750 -0.692 -0.346 -0.525
H 0.591554 4.736795 2.567516 -0.793 0.345 0.715
H -1.327299 5.339015 -0.997744 -0.062 0.268 -0.222
H -2.525134 6.479758 -0.339196 -0.398 -0.443 0.396
C -3.142808 1.650121 0.274140 -3.053 -1.632 -0.924
C -4.359852 1.801813 -0.627510 0.356 0.577 0.232
C -5.659949 1.697059 0.187767 0.266 -0.299 0.216
S -5.209698 1.944189 2.019412 0.910 3.489 -3.566
O -5.204735 0.637267 2.659676 -7.909 9.019 -0.929
O -5.927585 3.090876 2.591396 0.669 -1.657 -0.242
C -3.462227 2.429845 1.557989 -3.553 -2.021 1.753
H -2.155403 1.907560 -0.109053 -2.523 -0.653 -1.290
H -2.893494 0.614551 0.505543 -1.507 0.220 -1.009
H -4.365278 1.022916 -1.389993 0.036 0.251 -0.191
H -4.232664 2.787491 -1.075136 -0.549 0.060 -0.416
H -6.020750 0.686674 -0.004671 -0.365 0.011 0.697
H -6.416173 2.413841 -0.132310 0.009 0.023 0.412
H -2.812223 2.301268 2.423478 -1.376 0.426 -0.330
H -3.480692 3.500734 1.355617 -2.265 -4.013 3.259
C 3.248825 0.038795 -1.270768 2.314 2.697 2.941
C 4.320854 -1.020366 -0.984067 -0.686 0.270 -0.564
C 4.265615 -1.186879 0.504731 0.848 0.079 0.689
S 4.135108 0.558793 1.222394 0.759 1.799 -1.059
O 5.480625 1.067873 1.589641 -2.155 -1.223 -0.165
O 2.996404 0.710002 2.149201 1.969 -0.702 -0.600
C 3.676935 1.291298 -0.455765 1.124 -0.658 0.542
H 2.233345 -0.233259 -0.982849 1.075 -0.542 -0.112
H 3.315709 0.318725 -2.322089 0.981 0.683 3.089
H 5.297796 -0.742470 -1.379601 0.083 0.557 0.343
H 4.106173 -1.931661 -1.542243 0.154 0.091 0.792
H 5.171722 -1.661469 0.881326 -0.120 0.166 0.465
H 3.380648 -1.764666 0.771371 0.759 0.271 0.060
H 4.594908 1.741912 -0.833085 0.680 -0.814 -0.046
H 3.077955 2.201962 -0.453716 -0.294 -0.963 0.564
C 1.008622 2.476736 -4.584651 -0.404 1.112 -0.032
C 0.263268 1.429111 -5.405938 -0.172 0.202 -0.600
C 0.866152 0.063814 -5.173880 0.102 1.195 0.102
S 1.465323 0.102314 -3.395967 -2.449 -0.871 -4.163
O 2.894303 -0.132152 -3.453340 -1.819 -1.451 -5.617
O 0.620326 -0.749572 -2.492040 2.125 7.575 -8.126
C 1.087920 1.904389 -3.206377 0.696 -1.000 1.349
H 0.431293 3.395684 -4.482981 -0.399 -0.018 -0.070
H 1.934656 2.895791 -4.978281 0.352 -0.863 -0.149
H 0.231440 1.629813 -6.476825 0.381 0.163 -0.043
H -0.797023 1.415475 -5.153568 -0.056 0.063 0.452
H 1.807626 -0.036304 -5.713979 0.030 -0.108 0.092
H 0.218644 -0.762648 -5.466790 0.106 0.767 0.551
H 1.814810 2.231859 -2.463085 0.142 0.549 -0.326
H 0.127951 1.917275 -2.690248 0.186 0.395 -0.636
C 2.656252 -4.595901 -2.891750 0.325 -0.225 -1.285
C 2.378935 -3.248941 -2.186270 -1.172 0.073 -0.626
C 0.902448 -2.903413 -2.315133 0.845 -5.381 -1.395
S 0.521987 -3.443390 -4.086306 -1.050 -1.018 1.769
O 0.774564 -2.303116 -4.963654 0.738 -2.095 0.348
O -0.820546 -4.021843 -4.150597 1.059 0.251 -0.156
C 1.848435 -4.790374 -4.260113 0.181 1.386 1.230
H 2.493108 -5.421190 -2.198663 -0.408 0.160 -0.347
H 3.729349 -4.619925 -3.081410 0.064 -0.181 -0.331
H 3.005128 -2.428022 -2.535672 -0.404 -0.387 -0.595
H 2.541751 -3.453469 -1.128078 0.381 1.360 -1.189
H 0.695574 -1.837623 -2.218228 0.710 -4.094 -0.496
H 0.274171 -3.475657 -1.632563 0.024 -0.787 -0.511
H 2.440728 -4.609231 -5.157046 0.027 0.527 0.158
H 1.393142 -5.765233 -4.434635 -0.357 0.204 0.549
C 0.824882 -0.904266 0.857399 -1.759 3.603 -0.943
C -0.120002 -0.870071 -0.415086 -0.556 -0.531 3.017
C 0.043676 0.479743 -0.958196 0.734 3.095 0.938
S 0.163502 1.736931 0.441437 1.942 -3.850 -0.327
O -1.087977 2.447646 0.634468 8.655 -4.492 -4.064
O 1.440009 2.457996 0.289656 -2.565 -0.134 0.357
C 0.353576 0.350164 1.702297 0.968 -0.581 -0.603
H 1.887855 -0.797613 0.641032 -0.795 0.606 -0.542
H 0.729090 -1.857132 1.377956 -0.732 3.801 -1.718
H -1.170599 -1.005901 -0.158379 0.241 -0.223 0.360
H 0.135443 -1.711730 -1.058875 -0.728 0.750 1.644
H -0.547132 0.859694 -1.791681 -0.999 -0.353 1.167
H 1.038235 0.467288 -1.404063 -0.803 1.784 2.146
H -0.620827 0.109097 2.127166 2.927 1.106 -1.102
H 0.968986 0.722917 2.521093 0.299 -0.164 -0.425
C 1.838209 -2.728122 2.210334 1.111 -2.108 -0.191
C 0.304786 -3.177781 2.096912 1.413 -2.224 1.620
C 0.228294 -4.402975 1.147526 0.843 -0.187 -0.350
S 1.952153 -5.086275 1.004467 0.111 1.024 2.929
O 2.566415 -4.680598 -0.242270 -0.184 -2.414 2.058
O 1.971747 -6.421166 1.556794 -0.002 -0.117 -1.113
C 2.658226 -4.012940 2.309772 -1.323 -0.443 0.925
H 2.115357 -2.007118 2.979387 -0.529 -0.059 0.310
H 2.049771 -2.179688 1.292415 0.876 -1.764 0.901
H -0.318371 -2.347214 1.765362 -0.442 -1.796 0.718
H -0.012072 -3.454633 3.102426 -0.136 -0.200 0.010
H -0.107783 -4.179784 0.134938 0.140 0.304 0.051
H -0.368333 -5.260822 1.457743 0.030 0.238 0.416
H 3.737679 -4.038707 2.458816 0.078 0.411 -1.021
H 2.329578 -4.475666 3.240351 -0.196 -0.463 0.017
```
Positions in Å, forces in eV/Å.

## Properties
M (g mol⁻¹): 961.4
E_tot (Ha): -5645.7241
ΔE to the lowest compared entry with this formula, charge and spin (eV): 33.377
2S+1: 1
Lowest unoccupied orbital energy (eV): -0.11

=====

> Which value of E_tot does entry 1 give?

-2748.3678 Ha

=====

> Which of these has the lowest ΔE to the lowest compared entry with this formula, charge and spin?

C8H18ClEuIO3PS

=====

> What is the formula in the second record?

C32H64O16S8

=====

> Which formula does entry 1 have?

C8H18ClEuIO3PS